{"formula": "C22H25ClN4O5", "method": "ωB97M-V/def2-TZVPD", "species": ["C", "C", "C", "Cl", "C", "C", "N", "C", "C", "N", "C", "C", "C", "O", "H", "H", "H", "H", "H", "H", "H", "H", "H", "H", "H", "H", "H", "H", "H", "C", "C", "C", "C", "C", "C", "N", "O", "O", "H", "H", "H", "H", "H", "C", "C", "C", "C", "C", "C", "N", "O", "O", "H", "H", "H", "H", "H"], "coordinates": [[3.808813, 1.626122, 1.318820], [2.723861, 2.496745, 2.055334], [1.768481, 3.055199, 0.927114], [0.953014, 1.692179, 0.072435], [0.835823, 4.209338, 1.392209], [0.441284, 5.030910, 0.169193], [0.057527, 5.513738, -0.773019], [-0.400185, 3.853593, 2.269722], [-0.066265, 3.110853, 3.545879], [0.216453, 2.422296, 4.386291], [-1.605633, 3.187893, 1.481695], [-1.834671, 1.697318, 1.903450], [-2.710420, 0.886388, 0.889036], [-3.243501, 1.652647, -0.198303], [4.629451, 1.480549, 2.047910], [3.384739, 0.671408, 0.968713], [4.160751, 2.154490, 0.407161], [2.093522, 1.801044, 2.641862], [3.166037, 3.304424, 2.662339], [2.465726, 3.498941, 0.183630], [1.469365, 4.899969, 1.993556], [-0.817497, 4.825815, 2.616039], [-1.404027, 3.181575, 0.397902], [-2.531729, 3.754993, 1.702073], [-2.359236, 1.708632, 2.884948], [-0.886345, 1.138312, 2.018347], [-2.065678, 0.107211, 0.432142], [-3.548106, 0.327818, 1.359646], [-4.102017, 2.022188, 0.042084], [-4.802478, -0.835433, -4.604933], [-5.052124, -2.187102, -4.400166], [-4.474191, -2.844549, -3.325253], [-3.652220, -2.136467, -2.461083], [-3.390444, -0.789557, -2.659941], [-3.969756, -0.138927, -3.738706], [-3.058686, -2.824305, -1.307965], [-3.293371, -4.011034, -1.173037], [-2.368085, -2.167335, -0.549644], [-5.259971, -0.322872, -5.442877], [-5.700580, -2.727361, -5.078144], [-4.672972, -3.896508, -3.172013], [-2.746252, -0.236458, -1.989717], [-3.774790, 0.913224, -3.902102], [3.442905, -5.434291, 0.739528], [4.709420, -4.863692, 0.763512], [4.892758, -3.561589, 0.323414], [3.799727, -2.841708, -0.133662], [2.532538, -3.403186, -0.168955], [2.356751, -4.706698, 0.270145], [3.984244, -1.454890, -0.577230], [5.111385, -0.994975, -0.551154], [2.996454, -0.842736, -0.941171], [3.301675, -6.450054, 1.089214], [5.554000, -5.434053, 1.128691], [5.881383, -3.123688, 0.344975], [1.681541, -2.841406, -0.530110], [1.371579, -5.154935, 0.250158]], "forces_ev_per_angstrom": [[-0.216, 0.792, 0.633], [-0.968, -1.343, -1.724], [1.449, 0.698, 0.553], [0.106, 0.564, 0.251], [0.364, 0.496, -0.444], [0.599, -2.566, 3.665], [-0.791, 1.493, -2.405], [-1.244, 0.596, 0.356], [-0.683, 2.289, -4.321], [0.755, -1.830, 2.876], [0.385, -1.224, 0.390], [-0.856, 0.087, 0.208], [0.172, -0.475, -0.144], [-0.003, 0.045, 0.034], [-0.226, -0.216, -0.718], [0.241, 0.425, 0.394], [0.102, -0.280, 0.643], [0.579, 0.619, 0.257], [-0.319, -0.310, -0.288], [-0.668, -0.245, 0.223], [-0.190, -0.552, -0.305], [0.479, -0.449, -0.182], [-0.119, 0.407, 0.533], [0.595, -0.223, -0.322], [0.500, -0.113, -0.467], [-0.477, 0.540, 0.065], [-0.412, 0.539, 0.108], [0.580, 0.398, 0.089], [0.249, -0.119, 0.065], [-0.003, 0.010, -0.002], [0.072, 0.138, 0.042], [-0.117, -0.228, -0.043], [-0.214, 0.259, -0.399], [0.190, 0.176, 0.146], [-0.104, -0.138, -0.079], [0.089, -0.132, 0.156], [0.048, 0.201, -0.027], [-0.076, -0.140, -0.131], [0.028, -0.027, 0.030], [0.039, -0.012, 0.048], [0.107, 0.061, 0.144], [-0.065, -0.127, 0.072], [0.029, -0.045, 0.060], [0.003, -0.012, 0.002], [-0.167, 0.005, -0.034], [0.246, 0.004, 0.055], [-0.069, -0.458, 0.171], [-0.247, 0.055, -0.057], [0.161, -0.031, 0.041], [0.031, 0.188, -0.143], [-0.194, -0.082, 0.009], [0.188, -0.120, 0.034], [0.007, 0.043, -0.023], [-0.012, 0.055, -0.027], [-0.123, 0.138, -0.061], [0.145, 0.112, 0.006], [0.023, 0.064, -0.015]], "e_homo_ha": -0.370, "e_lumo_ev": -0.5, "de_lowest_ev": 4.0703, "smiles": "CC[C@@H](Cl)[C@@H](C#N)[C@H](C#N)CCCO.O=[N+]([O-])c1ccccc1.O=[N+]([O-])c1ccccc1"}

=====

{"formula": "C22H25IN3O6P", "method": "ωB97M-V/def2-TZVPD", "species": ["O", "C", "O", "C", "I", "C", "C", "C", "O", "N", "C", "C", "C", "C", "C", "C", "C", "P", "O", "O", "O", "H", "H", "H", "H", "H", "H", "H", "H", "H", "H", "H", "H", "H", "H", "H", "N", "C", "C", "C", "C", "C", "H", "H", "H", "H", "H", "N", "C", "C", "C", "C", "C", "H", "H", "H", "H", "H"], "coordinates": [[-4.443835, 4.767957, 1.167327], [-4.405791, 3.834467, 1.881798], [-4.050265, 2.586453, 1.456855], [-2.687414, 2.235663, 1.360340], [-1.527278, 3.241818, 2.984770], [-2.087247, 2.735147, 0.025420], [-1.918994, 1.638075, -1.050859], [-0.459394, 1.272097, -1.193524], [0.328212, 2.066777, -1.630809], [-0.066043, -0.010148, -0.781261], [1.165347, -0.028543, -0.014387], [1.104883, 0.107399, 1.351722], [2.266775, 0.122634, 2.118773], [3.502471, -0.016188, 1.487605], [3.555225, -0.165383, 0.113755], [2.389197, -0.176071, -0.648378], [-2.531545, 0.738813, 1.620586], [-3.951226, -0.329219, 1.279814], [-4.264278, -0.524965, -0.137802], [-5.178929, 0.182650, 2.142021], [-3.522355, -1.727153, 1.950393], [-4.768898, 3.907607, 2.904967], [-2.774477, 3.473436, -0.363106], [-1.140014, 3.231799, 0.181086], [-2.206017, 2.067161, -2.003269], [-2.569121, 0.780767, -0.893751], [-0.825126, -0.432389, -0.261201], [0.168912, 0.207570, 1.876643], [2.172464, 0.259063, 3.182695], [4.402123, -0.001614, 2.082954], [4.502778, -0.279484, -0.389513], [2.439313, -0.300477, -1.714166], [-2.296210, 0.595402, 2.671496], [-1.713585, 0.313074, 1.062310], [-5.948842, -0.330521, 1.857065], [-2.729768, -1.629684, 2.496459], [4.372965, 0.067163, -3.175380], [4.900878, -0.512476, -4.252110], [5.575406, 0.180936, -5.244565], [5.705589, 1.554249, -5.114187], [5.159223, 2.173512, -4.002431], [4.506351, 1.387501, -3.065179], [4.773235, -1.587655, -4.316864], [5.986032, -0.342792, -6.096695], [6.223466, 2.132696, -5.868461], [5.234328, 3.242819, -3.862563], [4.061409, 1.831718, -2.180386], [-1.024389, -2.704738, 2.452724], [-0.656092, -2.985031, 1.199306], [-1.040010, -4.132083, 0.525222], [-1.843073, -5.046095, 1.187200], [-2.230170, -4.775719, 2.489266], [-1.797730, -3.595602, 3.072808], [-0.020591, -2.236135, 0.742771], [-0.716515, -4.302350, -0.492139], [-2.163341, -5.955223, 0.695259], [-2.856256, -5.462352, 3.041636], [-2.081771, -3.346323, 4.089961]], "forces_ev_per_angstrom": [[0.144, 0.968, -0.895], [-0.406, 0.068, 0.122], [0.342, -0.767, 0.538], [0.506, 0.498, -0.355], [-0.129, -0.034, -0.089], [-0.274, -0.424, -0.083], [-0.037, 0.003, -0.159], [-0.066, -0.365, -0.218], [0.488, 0.385, -0.082], [-0.137, 0.584, 0.720], [-0.022, -0.324, -0.819], [0.403, 0.097, 0.921], [0.014, -0.087, -0.662], [-0.441, 0.118, 0.474], [-0.220, -0.028, -0.306], [0.034, 0.025, 0.379], [-0.837, 0.221, 0.908], [0.163, -0.941, -0.653], [-0.095, 0.173, -0.234], [-0.034, -0.042, 0.275], [-0.295, 0.949, -0.089], [0.106, -0.533, 0.383], [-0.124, 0.272, 0.086], [0.196, 0.049, 0.006], [-0.043, 0.084, -0.198], [-0.080, -0.042, 0.007], [0.138, -0.355, -0.285], [-0.214, 0.035, -0.043], [0.154, -0.044, 0.198], [0.158, -0.013, -0.013], [0.102, -0.023, -0.078], [0.026, 0.001, -0.219], [-0.002, -0.121, 0.158], [0.117, 0.072, -0.030], [-0.178, 0.168, 0.104], [0.137, -0.250, 0.053], [0.109, 0.031, -0.125], [-0.030, -0.057, 0.059], [-0.006, 0.026, 0.006], [0.018, 0.026, -0.025], [0.020, -0.028, -0.028], [-0.077, -0.017, 0.106], [0.028, 0.000, -0.038], [-0.008, -0.018, 0.000], [0.001, 0.000, -0.001], [-0.012, 0.005, 0.020], [-0.010, 0.039, -0.028], [0.002, -0.154, -0.004], [0.017, 0.167, 0.183], [0.063, 0.041, 0.018], [-0.040, -0.015, 0.027], [0.072, -0.005, 0.000], [0.234, -0.287, 0.152], [0.069, -0.146, -0.156], [0.014, 0.028, 0.001], [-0.010, 0.007, -0.005], [-0.007, 0.018, 0.017], [-0.040, -0.038, 0.001]], "e_homo_ha": -0.336, "e_lumo_ev": -0.2, "smiles": "O=CO[C@](I)(CCC(=O)Nc1ccccc1)CP(=O)(O)O.c1ccncc1.c1ccncc1"}

=====

{"formula": "C22H25MoN5", "method": "ωB97M-V/def2-TZVPD", "species": ["Mo", "C", "C", "C", "C", "C", "C", "C", "C", "N", "C", "C", "C", "C", "N", "C", "C", "C", "C", "C", "C", "C", "C", "H", "H", "H", "H", "H", "H", "H", "H", "H", "H", "H", "H", "H", "H", "H", "H", "H", "H", "H", "H", "H", "H", "H", "H", "N", "C", "N", "C", "N", "H"], "coordinates": [[-0.750949, -0.764814, -0.979092], [-0.209171, 3.629408, -2.208527], [-1.504274, 3.282591, -1.513842], [-2.620836, 4.109503, -1.743104], [-3.863112, 3.795428, -1.199858], [-4.023186, 2.645027, -0.433938], [-2.931821, 1.796723, -0.188243], [-3.136554, 0.556026, 0.640139], [-1.662849, 2.125258, -0.704363], [-0.678138, 1.246356, -0.490631], [0.525727, 1.488307, 0.174311], [0.839127, 2.829413, 0.816813], [1.510974, 0.341753, 0.333891], [2.795864, 0.561024, 1.110198], [1.158057, -0.912574, -0.190786], [1.882939, -2.033514, -0.141929], [1.240091, -3.184573, 0.370613], [-0.159561, -3.158582, 0.929069], [1.924463, -4.408795, 0.397240], [3.225819, -4.504482, -0.083909], [3.857589, -3.383661, -0.614211], [3.203208, -2.144286, -0.665967], [3.941181, -1.016603, -1.343844], [-0.318200, 4.528168, -2.851317], [0.095079, 2.782838, -2.859758], [0.606479, 3.850985, -1.505703], [-2.533793, 4.995405, -2.359901], [-4.712741, 4.439875, -1.388257], [-5.002397, 2.413503, -0.034722], [-4.188487, 0.456825, 0.981287], [-2.481897, 0.592376, 1.536965], [-2.888677, -0.343450, 0.041590], [0.019544, 3.565293, 0.695942], [1.774377, 3.248906, 0.393012], [0.975575, 2.691501, 1.908155], [2.553781, 0.908177, 2.135252], [3.417895, 1.330459, 0.607394], [3.395157, -0.360446, 1.232404], [-0.618743, -2.151434, 0.912685], [-0.140647, -3.493597, 1.987294], [-0.806757, -3.846360, 0.345181], [1.445356, -5.293495, 0.798355], [3.742005, -5.455614, -0.057946], [4.862621, -3.489966, -1.009136], [4.205696, -1.325771, -2.378189], [4.876930, -0.789929, -0.791357], [3.342000, -0.094254, -1.440443], [-1.549953, -1.186625, 0.876758], [-1.999151, -1.424146, 1.916430], [-2.537554, -1.709085, 3.160950], [-3.621973, -2.564939, 3.268754], [-4.527672, -3.279708, 3.358777], [-1.948438, -1.890428, -1.750488]], "forces_ev_per_angstrom": [[-1.760, -0.328, 1.531], [0.209, -0.078, -0.362], [-0.328, 0.842, -0.218], [0.277, -0.724, 0.434], [0.211, -0.201, 0.057], [0.742, 0.009, -0.138], [-1.422, 0.402, -0.024], [-1.000, 1.427, -0.130], [-2.722, 2.686, -1.042], [5.912, -2.818, 1.614], [-1.142, -1.061, -0.783], [-0.182, -0.203, 0.095], [-1.268, -1.172, -0.782], [-0.287, -0.088, 0.167], [-1.833, 6.467, 0.119], [2.790, -2.817, -0.099], [-1.372, 0.607, 0.422], [2.241, -1.538, -0.835], [1.684, -1.186, -0.583], [-0.096, -0.139, 0.149], [0.010, -1.701, 0.393], [-1.153, 1.822, -0.054], [-0.391, 0.126, -0.209], [-0.062, -0.666, 0.414], [0.042, 0.486, 0.290], [-0.195, -0.134, -0.249], [0.194, -0.097, 0.000], [0.038, -0.021, 0.004], [0.113, -0.126, 0.079], [0.601, 0.122, -0.339], [-0.829, 0.351, -0.790], [-1.149, 1.034, 0.105], [0.450, -0.577, -0.112], [-0.491, -0.190, 0.270], [0.096, 0.001, -0.525], [0.115, 0.015, -0.559], [-0.332, -0.372, 0.339], [-0.439, 0.469, -0.201], [2.083, -2.351, 0.118], [-0.125, 0.058, -0.340], [0.394, -0.133, 0.459], [-0.130, 0.079, 0.004], [0.006, 0.041, 0.006], [-0.036, 0.161, -0.006], [0.074, 0.039, 0.602], [-0.397, -0.132, -0.359], [0.323, -0.476, 0.144], [0.626, 1.629, -0.858], [-4.490, -2.313, 6.935], [1.682, 0.606, -4.670], [1.142, 0.840, -0.947], [0.495, 0.388, 0.115], [1.080, 0.938, 0.349]], "charge": 2, "e_homo_ha": [-0.521, -0.510], "e_lumo_ev": [-8.7, -11.0], "spin_multiplicity": 3, "de_lowest_ev": 4.8840, "s_squared": 2.438}